H38O19 | ωB97M-V/def2-TZVPD

Cartesian coordinates (Å):
O1 -1.39 -0.61 4.18
H1 -1.44 -0.04 3.42
H2 -1.37 -1.54 3.93
O2 4.30 -0.53 2.09
H3 4.71 -0.72 1.23
H4 4.50 0.40 2.22
O3 -2.58 2.58 1.97
H5 -3.01 2.55 2.81
H6 -3.18 2.97 1.33
O4 -2.14 -4.05 1.67
H7 -1.23 -3.72 1.69
H8 -2.60 -3.20 1.72
O5 -1.03 -1.83 -0.29
H9 -0.27 -1.25 -0.09
H10 -1.73 -1.16 -0.30
O6 -1.19 4.47 -1.52
H11 -1.07 4.25 -2.44
H12 -1.76 3.87 -1.03
O7 -3.52 1.36 -1.44
H13 -2.75 0.80 -1.46
H14 -3.75 1.55 -2.35
O8 0.19 -4.00 0.23
H15 -0.17 -4.84 0.10
H16 -0.42 -3.23 0.19
O9 -1.44 -3.21 -3.57
H17 -0.85 -2.58 -3.10
H18 -1.01 -4.01 -3.24
O10 0.52 2.24 2.56
H19 -0.14 1.55 2.51
H20 1.22 2.03 3.17
O11 5.01 0.65 -1.35
H21 5.30 -0.23 -1.35
H22 4.12 0.71 -1.69
O12 -4.16 -0.92 0.26
H23 -4.98 -0.65 -0.19
H24 -4.29 -1.83 -0.04
O13 0.54 4.53 0.53
H25 -0.13 4.43 -0.15
H26 0.99 3.77 0.90
O14 -0.74 0.69 -0.98
H27 -0.69 1.13 -0.13
H28 -0.08 1.21 -1.46
O15 1.01 -1.90 -2.68
H29 0.95 -2.54 -1.96
H30 1.36 -2.09 -3.54
O16 2.82 2.90 -0.91
H31 2.53 2.12 -0.44
H32 2.46 3.70 -0.52
O17 1.85 -0.58 -0.04
H33 1.43 -1.38 -0.38
H34 2.67 -0.93 0.28
O18 1.02 1.92 -2.49
H35 1.56 2.57 -2.94
H36 1.57 1.15 -2.36
O19 0.68 -2.51 2.38
H37 1.52 -2.64 2.81
H38 0.29 -3.38 2.25

Calculated values
- Net charge: 0
- HOMO-LUMO gap: 10.24 eV
- ΔE to the lowest compared entry with this formula, charge and spin: 108.04 kcal per mole
- Multiplicity: 1